(1)
41
Properties=species:S:1:pos:R:3:forces:R:3 method="wB97M-V/def2-TZVPD" e_above_lowest_kj_mol=29.8 lumo_ev=0.23 spin_multiplicity=1 homo_energy_ha=-0.2793 max_force_ev_per_a=2.062
Ag -0.4810 -0.8453 -1.0327 -0.377 -0.635 -0.719
N -1.6798 -2.6480 -3.4337 -0.740 1.185 -0.439
O -2.0491 -3.4538 -4.2931 0.600 0.151 0.854
O -2.1317 -1.4523 -3.4606 0.458 -0.812 0.135
O -0.8693 -2.9352 -2.5120 -0.011 -0.152 -0.038
C -2.5808 2.8599 0.9744 -0.433 0.181 0.549
C -2.3111 1.8002 -0.0654 0.085 1.907 -0.435
O -1.2577 1.1689 -0.0140 -0.189 -0.618 0.092
N -3.1209 1.8643 -1.1286 0.261 -1.131 -0.736
C -3.0344 0.9231 -2.2493 -1.230 0.202 -0.072
H -2.1758 3.8094 0.6191 0.543 -0.194 0.115
H -2.1359 2.5378 1.9131 0.161 0.285 -0.023
H -3.6213 3.1328 1.1659 -0.172 -0.560 -0.162
H -3.9645 2.4066 -1.1288 0.080 0.217 0.551
H -2.5352 -0.0047 -1.9869 0.051 0.222 -0.127
H -2.6606 1.3486 -3.1800 0.584 0.088 0.296
H -4.0738 0.6828 -2.4904 0.123 -0.358 0.016
C 2.0793 2.0092 -2.0163 0.121 0.151 -0.309
C 2.2606 0.7642 -1.1883 0.182 -0.124 -1.526
O 1.7241 -0.2890 -1.5294 0.010 0.323 0.709
N 3.1509 0.8390 -0.1817 0.113 -1.242 0.944
C 3.5042 -0.3531 0.5921 0.198 -0.598 -0.338
H 1.2415 2.6211 -1.6831 0.132 0.018 0.294
H 1.8522 1.7306 -3.0438 -0.006 -0.231 0.076
H 3.0077 2.5823 -2.0411 -0.168 0.245 0.169
H 3.8928 1.5154 -0.1741 -0.422 0.512 -0.231
H 4.5519 -0.5816 0.3916 0.203 0.259 0.656
H 3.0354 -1.2856 0.2792 -0.605 0.484 -0.558
H 3.2401 -0.2594 1.6440 0.421 0.305 0.113
C 1.4971 -3.2828 2.1071 -1.319 -1.278 -0.300
C 0.5086 -2.1621 2.0447 0.341 0.707 -0.535
O -0.1468 -1.9247 1.0334 -0.031 -0.060 0.580
N 0.4514 -1.3934 3.1401 -0.371 0.888 1.468
C -0.2278 -0.0875 3.2138 1.130 -0.360 -1.687
H 1.1718 -3.9591 1.3135 0.528 0.131 -0.260
H 1.2920 -3.8799 2.9988 0.621 0.268 0.309
H 2.5267 -2.9704 1.9779 0.063 -0.014 0.181
H 1.0640 -1.5626 3.9188 0.120 -0.484 -0.193
H -0.2001 0.3544 4.2030 -0.418 -0.481 0.226
H -1.1884 -0.1823 2.7158 -0.226 0.245 0.419
H 0.3938 0.5623 2.5871 -0.410 0.357 -0.064



(2)
42
Properties=species:S:1:pos:R:3:forces:R:3 method="wB97M-V/def2-TZVPD" e_above_lowest_kj_mol=344.9 lumo_ev=0.00 spin_multiplicity=1 homo_energy_ha=-0.3183 max_force_ev_per_a=4.615
C 0.8853 2.0711 -0.5468 1.426 -0.395 -0.207
C 0.5165 3.0512 -1.8074 0.435 1.458 1.174
Br 0.9127 2.2720 -3.6192 1.819 -0.759 1.868
C -1.0308 3.5866 -1.8495 -0.009 -0.253 -0.137
Br -1.5451 3.6659 -3.8210 -1.781 1.335 1.523
B -2.1299 2.6167 -1.1058 -0.605 -1.003 0.970
O -2.8298 1.4585 -1.6955 -1.831 3.431 2.485
B -4.2399 1.6027 -1.2787 1.218 1.839 -0.037
O -4.8084 2.8959 -0.7756 3.934 -1.513 1.280
B -3.8875 3.5039 0.2169 0.696 -2.516 -1.832
O -2.4990 2.9668 0.3091 -2.442 0.986 -3.459
H 2.0648 2.1565 -0.3922 -2.641 -0.269 -0.457
H 0.4154 2.3956 0.4853 0.500 -0.530 -2.294
H 0.7024 0.9180 -0.7929 0.066 2.643 0.557
H 1.2193 4.0109 -1.7090 -1.591 -2.219 -0.421
H -1.1653 4.6681 -1.4210 0.540 -2.080 -0.898
H -4.9879 0.6931 -1.3062 0.053 -0.155 -0.255
H -4.2833 4.3759 0.8987 0.072 0.032 0.173
C 3.3088 -0.5756 -1.3577 0.255 0.189 0.686
O 3.4402 0.6292 -1.5335 0.090 -0.939 0.425
N 3.4897 -1.2334 -0.1598 -0.282 0.504 -1.318
C 3.3141 -2.6651 -0.0349 0.025 0.132 0.161
C 3.8672 -0.4707 1.0122 0.022 0.262 -0.178
H 3.0235 -1.2497 -2.1819 0.008 -0.065 0.096
H 2.5286 -2.8624 0.7004 0.099 -0.264 -0.082
H 4.2547 -3.1085 0.3045 -0.162 -0.179 -0.017
H 3.0309 -3.1124 -0.9915 0.046 0.152 0.133
H 3.0984 0.2823 1.2100 0.178 0.014 0.139
H 4.8161 0.0373 0.8161 -0.109 0.049 0.197
H 3.9732 -1.1256 1.8813 -0.048 0.043 -0.237
C 0.0445 -3.2881 2.2520 -0.715 -0.379 -0.372
O 0.4150 -4.4550 2.2297 -0.461 0.867 -0.126
N -1.1586 -2.8215 1.7670 1.319 -0.218 0.570
C -1.5225 -1.4216 1.8316 -0.081 -0.184 -0.088
C -2.0897 -3.7590 1.1737 0.173 -0.288 0.039
H 0.6752 -2.4922 2.6810 -0.097 0.106 -0.019
H -2.4413 -1.3216 2.4166 0.056 0.219 -0.063
H -1.6917 -1.0530 0.8157 -0.046 0.195 0.127
H -0.7318 -0.8301 2.3010 -0.083 -0.158 -0.064
H -2.3531 -4.5178 1.9167 -0.069 -0.018 -0.216
H -1.6071 -4.2505 0.3236 -0.208 -0.066 0.069
H -2.9936 -3.2444 0.8368 0.231 -0.006 0.101



(3)
33
Properties=species:S:1:pos:R:3:forces:R:3 method="wB97M-V/def2-TZVPD" total_charge=+1 e_above_lowest_kj_mol=0.0 lumo_ev=-2.70 spin_multiplicity=1 homo_energy_ha=-0.4907 max_force_ev_per_a=5.259
B -3.0556 -0.5370 -0.3147 -0.004 1.995 -4.866
C -1.0643 -1.3926 -1.0239 0.805 0.666 -1.974
C -0.9392 1.0878 -0.4804 2.368 0.621 -0.849
C 0.4482 -1.7918 -1.0254 -0.760 -1.094 1.163
C 1.4945 0.3031 -0.1721 2.561 3.775 0.725
C -1.5107 -0.2330 -0.1023 -1.094 -1.053 -0.721
C 0.4486 1.4528 0.2177 0.327 -0.382 0.530
C 0.9263 2.7809 -0.3705 1.011 0.129 1.094
C 0.4872 1.6478 1.7916 -1.057 -0.089 0.003
C 2.2700 -1.8367 0.7583 -0.582 -0.437 -1.398
N 1.1126 -1.0489 0.1351 0.859 -1.834 -0.624
S -3.8745 -1.4571 0.8349 0.760 -0.489 2.834
H -3.5859 -0.2797 -1.7811 1.107 -0.512 3.627
H -1.4057 -1.1519 -2.0693 0.667 0.215 0.863
H -1.6453 -2.2728 -0.8728 -0.247 -0.846 0.669
H -0.7318 1.1260 -1.6258 -0.640 0.203 1.887
H -1.5578 1.8852 -0.1465 -0.885 0.769 -0.257
H 0.4675 -2.8590 -0.7013 0.208 0.741 -0.429
H 0.9967 -1.7305 -1.9859 -0.183 0.528 0.802
H 1.7045 0.4565 -1.2284 -0.089 -0.535 -0.212
H 2.5597 0.4726 0.3405 -2.421 0.012 -0.862
H -1.2905 -0.3989 0.9389 0.022 -0.454 0.742
H 2.0081 2.8163 -0.2009 0.214 -0.136 -0.850
H 0.6934 3.6720 0.2438 -0.873 -0.565 -0.399
H 0.6158 2.8995 -1.3956 0.266 0.277 -0.359
H 0.3207 0.6516 2.2453 0.571 0.488 0.403
H -0.3142 2.2823 2.2409 -0.020 -0.507 -0.944
H 1.3673 2.2233 2.1939 -0.235 -1.259 -0.785
H 2.4840 -1.4652 1.7620 -0.204 -0.107 -0.171
H 1.9531 -2.9111 0.7051 0.644 1.021 0.423
H 3.1161 -1.6270 0.0835 -0.187 -0.450 0.455
H 0.4014 -0.9793 0.8291 -0.782 -0.143 0.781
H -4.9002 -1.7852 0.1761 -2.126 -0.550 -1.303



(4)
37
Properties=species:S:1:pos:R:3:forces:R:3 method="wB97M-V/def2-TZVPD" total_charge=-1 e_above_lowest_kj_mol=0.0 lumo_ev=3.11 spin_multiplicity=1 homo_energy_ha=-0.2110 max_force_ev_per_a=8.720
Br -0.9136 -0.7150 -0.5495 0.021 0.063 -0.497
C -0.0516 -2.7580 2.6805 -2.237 5.668 -1.361
C 0.1874 -1.2880 3.2315 -2.384 -2.222 -0.352
O 0.7834 -1.1520 4.2395 2.862 0.536 3.501
N -0.5326 -0.3020 2.7005 -1.882 0.545 -1.445
C -0.6056 1.1340 3.1635 7.833 -3.478 -1.608
H 0.7934 -3.2400 2.6245 4.610 -2.763 0.395
H -0.2896 -2.5360 1.6705 -0.729 -0.425 -1.334
H -0.8386 -3.2630 3.1255 -1.372 -0.756 1.181
H -0.9126 -0.5520 1.7715 0.077 0.787 0.541
H -1.4926 1.4690 3.3965 -4.851 1.435 0.939
H -0.1306 1.6140 2.2445 -0.770 0.431 1.646
H 0.0974 1.1530 4.0965 -1.165 0.284 -1.823
C 2.3294 0.7790 0.5355 -1.279 0.744 3.661
C 3.1994 -0.4670 0.4135 1.267 2.797 0.816
O 4.3434 -0.3740 0.8755 -0.687 -1.489 -0.559
N 2.6464 -1.4630 -0.3075 -1.153 3.954 1.121
C 3.2194 -2.7010 -0.4805 -1.539 -2.893 0.468
H 2.6644 1.7900 0.8285 1.451 -0.876 -0.322
H 1.4714 0.7790 1.2955 1.231 -1.218 -0.478
H 1.7284 0.9580 -0.2525 -1.736 0.260 -3.387
H 1.6434 -1.2200 -0.4965 0.965 -1.112 -0.129
H 4.2024 -2.7920 -0.8605 0.862 0.654 -1.326
H 2.4064 -3.1720 -1.0585 1.085 -0.850 -0.169
H 3.3574 -3.2700 0.4485 -0.531 0.078 0.309
C -3.9836 0.9460 -2.1605 3.152 -1.101 -1.513
C -3.1776 1.9000 -2.9965 -1.484 2.689 0.134
O -3.6726 2.9790 -3.2845 -0.220 0.651 -0.481
N -1.9246 1.5830 -3.3515 1.084 -4.492 3.853
C -0.9086 2.5090 -3.6505 1.856 3.673 -0.224
H -3.9176 1.2550 -1.1425 0.758 -0.402 0.943
H -3.4826 -0.0080 -2.4955 -1.398 0.144 1.424
H -4.9796 1.0980 -2.3845 -2.068 -0.237 -1.007
H -1.6546 0.7900 -2.5635 0.098 2.117 -2.631
H -0.5376 2.4800 -4.6625 -0.471 -0.306 -0.852
H 0.0694 2.4020 -3.1365 -0.928 -0.597 0.544
H -1.1346 3.6560 -3.5085 -0.325 -2.289 0.019



(5)
39
Properties=species:S:1:pos:R:3:forces:R:3 method="wB97M-V/def2-TZVPD" total_charge=+3 e_above_lowest_kj_mol=154.3 lumo_ev="-11.52 / -13.42" s2=6.0664 spin_multiplicity=5 homo_energy_ha="-0.6425 / -0.6863" max_force_ev_per_a=5.445
I 2.1207 3.1430 0.9344 -0.100 0.023 -0.384
I 3.8058 -0.0975 -1.4252 1.704 -0.182 0.247
Pt 1.3707 1.0164 -0.6274 -0.764 -0.568 0.393
P 1.1539 1.6703 -2.8623 -0.405 1.362 -1.732
C 1.7672 0.5146 -4.1188 0.314 -0.471 0.467
C -0.5332 1.9476 -3.4888 -0.405 -0.048 0.833
H 1.7521 3.8897 -2.2431 0.023 0.124 -0.256
H 1.8159 3.6336 -4.0304 0.092 0.018 0.151
H 3.1341 3.0301 -2.9616 0.063 0.093 -0.069
C 2.0647 3.2190 -3.0472 -0.128 -0.273 0.348
H -1.0991 2.5462 -2.7589 0.209 -0.130 -0.667
H -0.4986 2.4576 -4.4637 0.271 -0.227 0.236
H 1.8273 1.0583 -5.0767 0.009 -0.141 0.350
H 1.0645 -0.3277 -4.2177 0.266 0.272 -0.060
H -1.0362 0.9722 -3.5855 0.122 0.344 -0.046
H 2.7619 0.1178 -3.8572 -0.210 0.104 -0.425
C 0.9586 -0.6671 -1.3506 -1.657 -4.931 -1.608
O 0.7335 -1.7466 -1.7233 0.853 4.243 1.263
Cl -0.8912 1.9290 -0.4757 -0.393 0.570 0.228
C 0.1850 -3.1248 1.0896 0.816 -0.623 0.127
N -0.6515 -2.4347 2.0658 -0.510 1.297 0.290
C -1.5712 -3.2662 2.8404 -0.439 -0.992 0.142
C -0.5206 -1.0916 2.1992 0.574 -1.074 -1.408
S 0.9712 -0.3757 1.7193 0.021 0.501 -0.039
N -1.5199 -0.3305 2.7616 1.392 0.710 1.643
C -2.1122 -0.6500 4.0507 -1.814 -0.354 0.381
C -1.4893 1.1094 2.5234 -0.778 0.248 -0.627
H 0.0566 -4.1979 1.2278 0.052 0.194 -0.093
H 1.2274 -2.8503 1.2535 -0.124 -0.300 0.009
H -0.0673 -2.8611 0.0587 -0.357 0.060 0.354
H -1.3285 -3.2361 3.9117 0.052 0.094 -0.330
H -2.6241 -2.9928 2.6848 0.317 -0.024 -0.080
H -1.4413 -4.3072 2.5208 -0.117 0.422 0.043
H -1.3935 -0.5424 4.8823 0.103 0.105 -0.419
H -2.9412 0.0602 4.1902 0.429 -0.260 0.187
H -2.5476 -1.6500 4.0904 0.239 0.412 0.055
H -0.6296 1.6230 2.9725 -0.081 -0.423 0.109
H -1.4555 1.2716 1.4395 0.169 -0.030 0.308
H -2.4195 1.5408 2.8976 0.193 -0.145 0.082



(6)
42
Properties=species:S:1:pos:R:3:forces:R:3 method="wB97M-V/def2-TZVPD" total_charge=-1 e_above_lowest_kj_mol=145.2 lumo_ev=2.18 s2=2.0031 spin_multiplicity=3 homo_energy_ha=-0.1617 max_force_ev_per_a=8.350
Pr -0.3726 0.1024 -0.0563 2.452 -5.483 5.801
O -2.1678 0.8570 -1.3056 -2.443 -0.670 -0.260
Cl -1.1289 1.7258 -1.7226 -0.903 4.588 -4.478
O -1.5401 2.6475 -2.6879 -0.418 0.443 -0.488
O -0.6255 2.3740 -0.5483 0.053 2.021 0.781
O -0.0523 0.9105 -2.2130 0.955 -0.259 -1.813
S -2.1802 -3.1150 3.2694 0.071 0.277 -0.218
Sb -0.4052 -2.3234 2.0998 -0.038 -0.842 0.730
S -0.8730 -2.4311 -0.3197 -0.208 -0.044 0.424
S -0.1135 0.1106 2.5331 -0.230 -0.441 0.043
S 1.5905 -3.3762 2.4234 -0.103 0.133 -0.202
C 5.2986 0.5862 0.8713 -0.133 -0.184 -0.212
C 4.0135 -0.2362 0.8516 -0.418 0.096 0.163
C 3.4604 -0.3966 2.2633 -0.180 -0.201 -0.079
P 2.6078 0.3586 -0.2293 0.817 0.410 -0.829
C 2.6939 2.2300 -0.4293 -0.038 -0.365 0.115
C 3.9118 2.9205 -1.0397 -0.231 -0.151 -0.045
C 2.3369 2.8273 0.9359 -0.411 -0.201 -0.103
C 2.9735 -0.3746 -1.9149 -0.027 0.010 0.303
C 4.4325 -0.4117 -2.3630 -0.295 0.204 -0.025
C 2.3911 -1.7928 -1.8587 -0.480 0.353 -0.033
H 6.0374 0.0506 1.4653 0.101 -0.044 0.073
H 5.1363 1.5499 1.3467 -0.014 0.119 0.043
H 5.7100 0.7454 -0.1208 0.108 0.058 -0.101
H 4.2311 -1.2412 0.4692 -0.063 0.075 -0.037
H 3.1943 0.5628 2.6985 -0.003 0.185 0.090
H 4.1833 -0.8909 2.9075 0.181 -0.026 0.101
H 2.5684 -1.0226 2.2477 0.142 0.067 0.164
H 1.8501 2.4135 -1.1127 0.145 -0.040 0.153
H 4.8057 2.7913 -0.4411 0.108 -0.014 0.045
H 3.7069 3.9895 -1.1049 0.003 0.117 -0.030
H 4.1038 2.5593 -2.0466 0.087 -0.004 -0.103
H 3.1939 2.8069 1.6060 0.043 -0.037 0.106
H 1.5143 2.2634 1.4072 0.311 0.242 0.021
H 2.0121 3.8593 0.8242 0.010 0.179 0.011
H 2.3782 0.2160 -2.6272 0.148 -0.030 0.128
H 5.0240 -1.0274 -1.6910 0.124 -0.072 0.064
H 4.8722 0.5808 -2.4144 0.122 0.060 0.034
H 4.4865 -0.8478 -3.3593 0.069 -0.109 -0.103
H 2.8820 -2.3939 -1.0912 -0.091 -0.045 0.072
H 2.5107 -2.2978 -2.8144 0.038 -0.086 -0.164
H 1.3092 -1.7593 -1.6207 0.640 -0.291 -0.143